Computed, not measured: C60H90F6MnO45P as an isolated structure in a non-equilibrium geometry, with ωB97M-V with the def2-TZVPD basis set.

XYZ file:
```
203
Properties=species:S:1:pos:R:3:forces:R:3:mulliken_charge:R:1
C 14.988220 -23.278200 13.692040 -0.85 -0.71 0.07 0.397
H 11.298690 -33.202220 17.171460 -0.83 -0.69 0.16 0.283
H 22.009620 -24.126060 18.341870 0.17 -0.49 -0.28 0.339
O 18.319450 -31.605760 17.039320 1.35 0.19 1.81 0.316
C 10.514600 -27.376330 15.467410 -0.56 0.69 -0.34 -0.469
H 13.605170 -24.089160 15.187280 0.03 0.04 -0.06 0.101
H 20.787960 -32.952210 19.502630 -0.07 -0.27 0.03 0.262
O 17.274990 -28.053320 18.630530 1.05 0.50 3.38 0.643
C 18.726020 -27.368230 21.641420 1.14 -0.68 2.56 -0.959
C 19.581900 -25.440310 17.047910 -1.93 -2.02 1.80 -0.017
C 21.177550 -31.155910 12.646900 0.75 0.45 1.41 -1.243
C 17.380710 -31.031780 16.344390 0.03 0.62 -1.65 -0.485
C 20.994580 -23.838350 16.381810 0.48 1.44 0.55 0.535
H 14.376010 -21.284710 19.118780 -0.01 0.10 0.12 0.390
H 21.913600 -24.042200 15.832320 0.14 -0.67 0.40 0.261
H 14.240910 -26.399050 25.036890 0.11 0.43 -0.23 0.344
F 13.593340 -25.342570 17.656210 -0.44 1.29 -0.70 -0.233
C 9.097480 -25.718490 12.644300 0.75 -1.54 -3.63 0.587
O 10.885380 -30.525220 16.253770 -0.07 0.57 0.23 0.249
H 9.896450 -24.821140 15.280370 0.57 0.11 -0.63 0.153
O 8.760470 -24.816680 13.542370 -0.32 0.47 -0.76 -0.352
O 19.727230 -28.772110 17.432830 1.14 -1.10 0.71 0.444
C 16.952750 -25.151130 9.807900 0.29 0.86 -1.13 -1.708
H 18.303170 -34.977440 14.853840 -0.32 -0.11 -0.14 0.436
H 14.285850 -31.263220 19.641680 0.04 -0.55 0.39 0.346
O 16.057220 -33.803610 21.542740 0.17 -2.06 -2.36 -0.371
H 12.836400 -23.933130 13.568750 0.41 -0.37 -0.11 0.448
C 14.992500 -28.430600 13.592470 -0.06 0.25 0.63 0.196
H 11.909630 -25.782790 20.873570 -0.42 -0.34 0.23 -0.258
F 14.089090 -26.490320 15.784060 0.27 -0.50 1.08 -0.571
H 18.144290 -33.539570 17.731930 0.20 0.12 0.10 0.235
H 11.029780 -33.447840 15.365720 -0.43 -0.64 0.58 0.372
H 14.683540 -24.303390 19.472530 0.05 0.04 0.11 -1.110
H 16.251880 -26.467800 23.834480 0.45 -0.36 -0.41 0.378
H 8.365440 -27.380600 14.947820 -0.08 -0.16 -0.22 0.365
O 9.585190 -32.305540 16.300410 -0.88 0.25 0.33 -0.401
H 10.734550 -31.873780 19.560900 0.50 -0.29 0.20 0.152
O 18.215160 -29.164860 20.389470 -0.91 0.07 -1.55 0.533
H 20.775320 -23.000390 18.363010 -1.14 -0.27 0.23 0.314
C 18.669620 -28.926830 21.719310 0.59 1.45 -1.00 0.733
C 17.215660 -22.965840 19.905560 1.18 0.78 2.71 0.471
F 15.716880 -26.200600 17.355270 1.33 1.05 0.11 -0.337
O 18.710040 -26.300510 16.941950 1.92 1.65 1.42 0.008
H 15.430560 -30.873770 18.438540 0.30 0.36 0.00 -0.364
H 16.505660 -33.825380 16.180700 -0.01 0.04 0.16 0.266
H 16.873510 -34.201320 13.996620 0.36 -0.65 -0.41 0.431
C 9.257400 -26.815150 14.678040 1.19 0.28 2.50 0.570
H 8.835950 -25.670870 21.290170 0.37 0.21 0.03 0.266
H 18.493160 -33.508950 13.866420 0.08 0.17 0.21 0.197
C 21.250770 -30.035670 13.722840 -0.56 0.35 -0.34 0.847
H 12.777500 -29.243170 20.393350 0.54 0.22 0.55 0.021
H 22.121310 -31.693160 12.740570 0.19 0.07 -0.52 0.445
F 14.895210 -28.227980 17.148100 0.29 -0.32 0.26 -0.571
C 15.405520 -26.618890 23.164450 -0.57 0.57 -1.44 0.227
H 10.336830 -27.711160 16.489360 -0.51 -0.05 -0.16 -0.006
H 19.923510 -30.704150 21.784290 -0.13 0.03 -0.36 0.370
H 21.783150 -30.707000 20.013780 0.28 0.18 -0.19 0.324
O 16.037550 -33.199370 19.393370 -0.65 -2.82 -1.79 -0.231
H 14.444240 -25.750760 21.380930 0.27 -0.40 -0.11 -0.306
C 19.674040 -28.494590 14.179900 -4.69 4.65 1.68 0.015
O 19.954610 -29.704580 14.189470 -1.42 -4.69 1.11 0.071
H 21.023540 -30.779280 11.635690 -0.04 -0.04 0.17 0.406
H 20.440300 -31.907850 12.928230 -0.29 0.29 -0.07 0.075
C 13.652500 -29.703410 12.221420 -0.65 2.12 -2.60 -0.696
C 8.728050 -30.280060 20.966960 -4.33 0.02 1.76 0.573
C 16.113920 -32.411320 21.489900 0.04 0.90 0.99 0.198
C 18.568810 -23.157970 12.185630 5.63 1.57 1.95 0.698
C 14.146930 -26.712110 23.997050 -0.46 1.40 0.56 -0.596
C 20.547590 -22.488200 15.883280 -0.84 -0.43 -0.17 -1.380
C 16.310560 -32.040640 20.026170 -0.29 2.93 1.07 1.038
H 13.787830 -32.375280 16.378140 -0.20 0.04 -0.39 0.327
H 21.946550 -28.621890 12.232090 -0.07 0.23 -0.03 0.377
C 21.706300 -31.110480 19.004120 0.34 -1.49 -0.94 0.392
C 15.078340 -23.290020 19.399690 -3.26 1.63 0.34 2.832
H 10.999490 -24.290120 21.183540 0.06 0.12 -0.18 0.523
O 20.512320 -27.805910 13.444030 0.55 1.14 -0.20 -0.242
H 11.799030 -27.923530 21.080570 -0.42 -0.09 -0.55 -0.206
H 19.536550 -22.273760 16.229550 0.09 0.22 0.60 0.211
C 15.330150 -30.975990 19.519080 0.11 0.08 -0.21 -0.016
O 21.873470 -29.382420 17.475380 1.62 0.22 -0.92 -0.300
O 17.100630 -25.675610 14.996390 0.23 2.43 -0.82 -0.466
O 7.773050 -23.797750 17.878150 -0.46 -0.86 1.46 -0.607
H 11.303080 -26.630150 15.565470 -0.10 0.28 -0.27 0.054
C 10.778290 -29.816240 20.193950 2.62 2.29 0.58 0.971
H 17.179600 -26.161440 9.467440 0.14 -0.36 0.82 0.393
C 8.361220 -24.465940 18.697070 -1.18 0.06 -1.88 0.598
C 8.970050 -25.965910 20.249470 1.90 -1.34 0.73 0.419
O 14.484730 -27.582060 12.674850 1.85 0.43 2.06 -0.024
C 13.547620 -28.167250 11.846500 -0.15 -0.87 -2.19 0.575
O 17.100030 -29.848970 16.321710 0.05 -1.70 0.32 0.007
H 15.867790 -25.065420 9.747710 0.06 0.26 0.06 0.312
O 9.545860 -26.886450 13.340610 -0.34 0.86 -3.95 -0.331
C 11.353360 -24.969270 20.407890 0.20 -0.35 -0.40 -0.548
H 10.968770 -28.207680 14.928250 -0.32 -0.11 -0.06 -0.033
C 21.742450 -32.686260 19.048410 -1.32 1.80 0.27 -1.442
O 20.007010 -24.770990 16.049470 -0.05 -0.24 -2.19 -0.166
C 10.726030 -31.294570 20.484230 0.05 0.84 -0.39 0.151
O 17.546720 -23.442910 11.549960 -5.15 -1.09 -2.42 -0.386
C 20.595970 -29.535330 17.800530 -1.18 2.15 -2.05 -0.194
H 19.410140 -25.629820 10.558930 0.71 0.46 -0.05 0.333
H 16.227650 -25.338030 21.477950 -0.03 -0.83 -0.12 0.066
H 20.806630 -29.221130 21.265380 -0.41 0.02 -0.55 0.269
H 17.357710 -31.832700 19.806330 0.07 0.74 0.08 -0.379
C 9.585360 -30.946070 16.400390 -0.02 0.61 0.42 0.213
H 20.365120 -22.603050 14.814820 0.66 0.53 -0.25 0.308
O 20.466920 -30.639620 18.437690 -1.93 -2.63 2.47 0.159
C 21.646220 -28.603500 13.279740 2.29 -0.94 -1.11 -0.684
C 18.955120 -25.297520 11.492000 -2.34 -1.57 -1.45 0.005
C 11.752720 -31.618620 15.956710 1.13 0.26 -1.22 0.544
C 17.349130 -33.267310 15.774250 -0.08 -0.89 -0.72 0.433
C 20.004660 -29.621880 21.885340 0.41 -0.04 0.94 -1.740
O 13.827740 -28.061900 24.062290 -0.06 -2.53 -0.78 -0.383
H 14.941420 -27.955900 10.067630 0.42 0.58 0.78 0.330
H 13.348860 -26.165830 23.494290 -0.25 0.05 0.17 0.198
C 15.807930 -23.094660 18.092460 0.22 -0.46 0.88 0.856
O 15.678610 -24.561090 13.703830 -0.37 -0.10 -1.13 -0.055
O 18.221990 -22.767210 20.581830 -2.06 -0.72 -2.00 -0.651
C 17.497330 -24.799820 11.173160 0.49 -3.68 -0.19 1.336
O 15.965090 -23.039350 20.457350 2.01 -0.23 -0.45 -0.451
O 9.528770 -29.358340 20.601050 0.39 4.60 -1.43 -0.344
H 21.679140 -30.325690 14.682260 0.97 -0.37 -0.54 -0.126
H 21.264650 -21.726010 16.188220 -0.15 0.11 -0.39 0.448
O 14.372500 -29.928040 22.770940 0.43 3.42 1.24 -0.471
O 16.818490 -23.358730 15.079840 2.17 -0.83 0.27 -0.254
O 16.192120 -35.403240 19.866750 -0.41 3.74 1.34 -0.628
C 13.922360 -27.732040 10.383100 -1.03 -1.15 -0.04 -1.591
H 10.636240 -26.239780 18.853120 -0.27 0.06 -0.36 -0.588
H 19.379980 -33.319850 16.469320 0.15 0.40 0.09 0.284
C 18.389300 -33.016290 16.807680 0.40 -0.30 0.90 -0.356
C 11.905530 -29.005510 21.002680 -0.97 -1.47 -1.11 -0.867
H 8.278370 -25.005860 15.551460 -0.63 -0.25 -0.48 0.176
H 13.515360 -30.589040 16.395490 0.44 -0.11 0.22 -0.156
O 15.371000 -27.894740 22.519380 1.17 -1.24 -0.19 0.717
H 12.027770 -31.652360 14.902530 -0.50 0.72 -0.43 0.013
O 18.684220 -27.968300 14.728220 2.27 -1.29 -1.46 -0.208
H 11.463550 -31.571250 21.237620 -0.11 -0.45 -0.12 0.218
C 16.096380 -34.220880 20.244280 0.24 -4.99 -0.36 0.415
H 23.532640 -30.123570 18.336060 0.14 -0.26 -0.15 0.303
O 20.204710 -25.063350 18.225780 -1.60 -0.84 -1.15 -0.354
H 19.724900 -26.954670 21.502430 0.12 -0.21 -0.26 0.507
H 15.471410 -22.086940 15.532520 -0.93 0.49 -0.57 0.063
H 18.369320 -26.963630 22.588610 -0.33 0.32 -0.27 0.275
O 17.915900 -27.010970 20.578220 -0.78 1.67 -0.85 -0.228
H 11.978610 -29.375320 22.025420 0.14 -0.26 -0.14 0.658
C 13.991170 -22.206360 19.555320 -0.18 -0.41 -0.45 -1.929
H 14.158550 -30.225370 11.409270 0.44 -0.22 0.26 0.279
H 9.126870 -27.043680 20.205690 -1.35 -0.22 0.14 -0.089
F 12.778250 -27.520500 17.403310 0.73 0.53 0.29 -0.358
O 17.127010 -23.072530 18.591270 2.59 -0.65 -0.82 -0.229
H 13.095450 -22.475800 18.995680 -0.11 0.02 0.06 0.417
C 13.566920 -23.515210 14.261410 0.58 1.11 -0.61 -1.474
O 8.649110 -30.213970 16.623720 1.73 -1.60 -0.56 -0.519
H 13.197500 -22.506050 14.443690 -0.23 0.06 0.39 0.495
C 22.607920 -30.528810 17.925250 1.12 0.78 1.58 -0.685
H 10.940810 -29.643540 19.130060 -0.29 0.32 -0.06 -0.492
P 14.236220 -26.777240 17.416710 -3.48 -0.31 -1.04 1.428
H 13.570050 -26.725810 10.156230 0.53 0.16 0.32 0.364
H 22.506380 -33.089990 19.712880 0.25 0.17 -0.44 0.408
H 15.030680 -22.892340 12.673510 -0.37 -0.27 -0.04 0.461
C 14.517800 -28.744460 23.101730 -0.72 -2.09 -0.40 0.115
H 12.931850 -31.650640 17.718520 0.21 0.21 0.22 0.055
H 15.136150 -24.650350 22.527370 -0.26 0.33 0.07 0.529
O 16.882540 -31.951070 15.512720 -1.57 0.77 -1.31 -0.277
H 17.900160 -29.236010 22.426730 0.07 -0.23 -0.01 0.231
C 17.757830 -28.009630 19.770350 -0.71 -3.14 -2.50 -0.835
O 19.491740 -24.233930 12.112660 1.08 3.29 1.66 -0.325
H 13.737190 -21.998410 20.594720 -0.03 -0.29 -0.04 0.387
H 15.389350 -30.007960 20.016590 0.48 -0.01 -0.10 -0.406
H 12.140130 -24.542580 19.785780 -0.26 0.51 -0.09 -0.279
H 15.749360 -22.132990 17.582700 -0.89 -0.16 0.00 -0.172
H 12.555930 -27.799630 12.110170 -0.01 0.13 -0.03 0.067
H 18.923570 -26.156170 12.162690 -0.04 -0.03 0.05 -0.098
H 22.481470 -28.209240 13.858550 -0.11 0.08 0.09 0.260
C 16.661340 -24.609760 14.587750 -1.85 -0.47 1.26 0.059
H 12.614930 -30.034560 12.178000 0.15 -0.57 1.20 0.392
O 15.819820 -28.108350 14.432990 -1.98 -1.53 -2.02 -0.265
H 15.134720 -32.098510 21.852400 0.53 0.82 0.44 0.179
O 9.076810 -25.602640 11.392330 0.18 -0.55 5.26 -0.613
H 22.839330 -31.296950 17.187330 -0.31 0.40 -0.51 0.300
H 17.013340 -32.218600 22.074720 -0.53 1.08 0.40 0.221
C 17.818160 -34.059560 14.521630 -0.93 1.33 0.66 -1.595
F 14.282870 -26.806850 19.024120 0.79 -1.56 0.26 -0.117
Mn 17.135110 -27.639470 16.398140 0.59 -0.25 -0.66 2.052
H 16.347990 -21.547450 14.079580 0.22 -0.36 -0.16 0.253
O 7.934520 -25.445750 19.503380 -2.65 -0.04 -0.71 -0.346
H 16.909310 -25.465200 11.805300 -0.61 1.13 0.80 -0.262
O 9.645750 -24.409020 18.791000 3.71 1.12 -0.58 -0.528
H 21.727080 -33.067120 18.027230 0.38 -0.20 0.17 0.342
C 13.106250 -31.567860 16.645750 -1.00 0.71 0.75 -0.463
H 13.428660 -28.320860 9.610030 -0.77 -0.35 0.32 0.491
C 15.863710 -22.395600 14.563530 0.63 -0.94 1.38 -0.467
C 21.018160 -23.965500 17.918400 2.19 1.17 -0.10 -0.728
C 9.033190 -25.306170 14.824700 0.18 0.06 2.75 -0.202
H 20.438380 -29.493720 22.877080 -0.42 0.18 0.38 0.505
O 9.433930 -31.358390 20.978220 -1.14 -5.27 1.52 -0.428
C 10.908290 -32.802360 16.235610 0.50 -0.30 -0.25 -0.473
H 15.565690 -23.973120 17.494370 0.67 0.42 -0.47 -0.957
C 10.218050 -25.484970 19.519060 0.43 1.01 1.51 1.491
H 17.417130 -24.589390 8.997410 -0.14 0.56 0.04 0.425
O 7.552970 -30.149370 21.317740 3.02 -0.43 -0.98 -0.643
O 14.375080 -29.693010 13.410000 1.30 1.03 1.52 -0.204
O 18.822400 -22.087170 12.685580 -0.13 -1.48 -0.09 -0.596
C 15.316030 -25.596390 22.016740 0.05 1.17 1.70 -0.607
```
Positions in Å, forces in eV/Å.

Output
- net charge = +1
- E (Eh) = -7817.797120
- HOMO-LUMO gap (eV) = 9.7
- 2S+1 = 6